Here is a structure of composition C24H41N7S4SeTi at a distorted geometry from the OMol25 dataset. Energies are from ωB97M-V/def2-TZVPD.

Output
Max |F|   1.453 eV Å⁻¹
Energy above the lowest of the compared OMol25 structures with the same formula, charge and spin   3.7 kcal/mol
Gap between HOMO and LUMO (alpha / beta)   8.251 / 7.959 eV
Total charge   +2
Multiplicity   3

CARTESIAN COORDINATES (ANGSTROEM)
Ti -0.12 -0.29 0.77
C -2.17 2.60 -0.04
C -0.72 3.03 -0.11
S 0.31 1.70 -0.80
C 1.97 2.38 -0.47
C 2.93 1.32 0.04
S 2.39 0.41 1.50
C 2.48 1.63 2.84
C 1.14 2.24 3.22
S -0.17 0.99 3.20
C -1.59 2.11 3.37
C -2.81 1.64 2.59
S -2.50 1.09 0.91
H -2.56 2.39 -1.04
H -2.79 3.40 0.36
H -0.34 3.26 0.88
H -0.61 3.92 -0.74
H 1.85 3.18 0.26
H 2.35 2.82 -1.38
H 3.90 1.77 0.26
H 3.10 0.54 -0.70
H 3.19 2.41 2.56
H 2.91 1.10 3.69
H 0.87 3.03 2.52
H 1.19 2.67 4.22
H -1.27 3.10 3.02
H -1.84 2.20 4.42
H -3.56 2.43 2.56
H -3.28 0.79 3.07
N -4.34 -2.57 -0.77
N -3.14 -1.94 -1.08
N -2.94 -1.36 -2.24
C -1.74 -0.82 -2.04
N -1.27 -1.08 -0.82
N -2.21 -1.82 -0.22
H -4.80 -2.77 -1.65
H -4.10 -3.42 -0.27
H -1.21 -0.25 -2.79
C -1.29 -5.46 4.07
C -0.60 -5.23 2.74
C -1.07 -3.96 2.03
C -0.54 -2.67 2.64
N 0.90 -2.67 2.86
C 1.83 -2.72 1.87
Se 1.47 -2.33 0.07
N 3.01 -3.00 2.41
C 4.26 -3.18 1.65
C 4.38 -4.57 1.04
C 4.56 -5.70 2.06
C 5.94 -5.72 2.70
C 2.87 -3.12 3.80
C 3.80 -3.39 4.80
C 3.32 -3.41 6.09
C 1.97 -3.18 6.38
C 1.05 -2.92 5.39
C 1.54 -2.90 4.09
H -0.92 -6.35 4.58
H -2.37 -5.59 3.94
H -1.14 -4.63 4.76
H -0.79 -6.08 2.07
H 0.49 -5.21 2.87
H -2.16 -3.91 2.09
H -0.81 -3.98 0.97
H -1.02 -2.47 3.60
H -0.83 -1.82 2.01
H 5.07 -2.95 2.34
H 4.27 -2.41 0.88
H 5.22 -4.55 0.35
H 3.49 -4.75 0.43
H 4.38 -6.64 1.55
H 3.78 -5.63 2.83
H 6.70 -6.04 1.99
H 5.98 -6.41 3.55
H 6.25 -4.74 3.08
H 4.84 -3.58 4.57
H 4.01 -3.62 6.90
H 1.64 -3.22 7.41
H 0.01 -2.74 5.62